## A
21
Properties=species:S:1:pos:R:3:nbo_charge:R:1 method="wB97M-V/def2-TZVPD" orbital_gap_ev=9.47 homo_energy_ev=-13.22 charge=+1 e_lumo_ev=-3.748
C 1.413 -0.983 -0.868 0.613
C -0.047 -1.521 -0.790 -0.320
C -0.232 0.391 0.689 0.081
C -0.206 1.876 0.596 -0.714
C -2.236 -0.854 -0.057 -0.425
N 1.662 -0.130 0.140 -0.241
N 2.642 0.705 0.421 -0.561
N -0.887 -0.360 -0.428 -0.391
O 2.121 -1.324 -1.770 -0.523
H -0.199 -2.023 -1.779 0.279
H -0.253 -2.284 -0.016 0.241
H -0.473 -0.064 1.729 0.249
H 0.222 2.204 1.585 0.269
H -1.166 2.405 0.475 0.260
H 0.516 2.249 -0.086 0.236
H -2.185 -1.500 0.863 0.246
H -2.819 0.155 0.201 0.234
H -2.783 -1.342 -0.820 0.251
H 2.708 1.542 -0.094 0.376
H 3.124 0.609 1.263 0.394
H -0.921 0.250 -1.255 0.446


## B
21
Properties=species:S:1:pos:R:3:nbo_charge:R:1 method="wB97M-V/def2-TZVPD" orbital_gap_ev="4.97 / 8.38" homo_energy_ev="-11.92 / -13.53" charge=+1 e_lumo_ev="-6.950 / -5.148"
C 0.924 1.555 0.387 0.372
C -0.409 -1.322 -0.301 -0.335
C 0.936 -0.820 0.398 -0.022
C 1.925 -2.038 0.147 -0.620
C -3.104 0.955 0.274 -0.292
N 1.236 0.415 -0.232 -0.605
N -1.580 -0.765 0.248 0.108
N 1.336 2.756 0.003 -0.744
O -2.102 0.271 -0.431 -0.236
H -0.526 -1.036 -1.440 0.218
H -0.568 -2.395 -0.370 0.270
H 0.556 -0.739 1.445 0.265
H 1.562 -2.879 0.706 0.243
H 2.949 -1.696 0.304 0.241
H 1.943 -2.430 -0.834 0.225
H -3.293 0.394 1.246 0.240
H -3.946 1.196 -0.475 0.247
H -2.447 1.841 0.586 0.219
H 1.641 0.425 -1.224 0.404
H 1.929 2.777 -0.854 0.388
H 1.037 3.533 0.417 0.413


A ends up most stable, edging out the next structure by 69.5 kcal/mol.


## A
17
Properties=species:S:1:pos:R:3:nbo_charge:R:1 method="wB97M-V/def2-TZVPD" orbital_gap_ev=9.90 smiles="C=CC[C@@H]([NH3+])C=O" homo_energy_ev=-13.61 charge=+1 e_lumo_ev=-3.707
C -2.323 -1.492 -0.571 -0.325
C -1.247 -1.212 0.165 -0.242
C -1.041 0.101 0.882 -0.461
C 0.169 0.780 0.180 -0.156
N 1.186 1.316 1.171 -0.683
C 0.937 0.082 -0.986 0.446
O 2.118 0.044 -1.013 -0.482
H -3.153 -0.792 -0.535 0.193
H -2.466 -2.239 -1.340 0.232
H -0.606 -2.022 0.528 0.222
H -0.943 -0.096 1.956 0.235
H -1.924 0.692 0.622 0.244
H -0.230 1.638 -0.365 0.247
H 2.086 0.905 0.872 0.463
H 1.244 2.336 1.180 0.451
H 0.975 1.022 2.120 0.444
H 0.214 -0.165 -1.765 0.172


## B
17
Properties=species:S:1:pos:R:3:nbo_charge:R:1 method="wB97M-V/def2-TZVPD" orbital_gap_ev=11.49 smiles="C[C@H](O)[N+]1(C)C=C1" homo_energy_ev=-14.93 charge=+1 e_lumo_ev=-3.441
C 1.646 -0.808 0.380 -0.695
C 1.103 0.256 -0.520 0.344
O 1.373 1.476 -0.083 -0.649
N -0.675 0.167 -0.208 -0.281
C -1.533 -0.874 -0.798 -0.428
C -1.006 0.702 1.062 -0.031
C -1.355 1.461 0.090 0.052
H 1.259 -0.675 1.369 0.218
H 1.418 -1.898 0.042 0.254
H 2.729 -0.818 0.329 0.269
H 1.184 0.179 -1.552 0.209
H 1.642 1.492 0.950 0.506
H -1.995 -0.573 -1.798 0.243
H -0.988 -1.739 -0.980 0.225
H -2.142 -1.219 -0.066 0.222
H -0.896 0.507 2.079 0.259
H -1.764 2.362 -0.296 0.281


A ends up most stable, edging out the next structure by 57.8 kcal/mol.